Formula: C13H44F7N19O8P
Source: OMol25
Level of theory: wB97M-V/def2-TZVPD

Structure (XYZ):
```
92
Properties=species:S:1:pos:R:3:forces:R:3
N 3.2407 -3.7992 2.4402 -0.7108 -0.2604 -0.3697
C 3.2580 -2.8908 1.2647 0.3333 1.3040 -0.6440
N 2.7212 -3.5760 0.0298 0.2622 0.7453 0.7045
N 4.7255 -2.6071 0.9730 -0.0995 -0.7153 0.4573
C 2.5329 -1.4821 1.5031 1.3116 0.2026 -0.0717
P 0.6701 -1.6362 1.9345 2.6342 -0.0375 0.0042
C -1.1642 -1.7958 2.5367 -0.4916 1.0956 0.7202
F -1.5394 -0.4927 3.0344 -0.1877 -2.2411 -0.6180
F -1.2557 -2.6635 3.6939 -0.8082 1.1272 -2.0794
C -2.2316 -2.1396 1.3917 -1.2041 1.4300 1.6077
F -3.5416 -1.9991 1.9821 1.7416 -0.2913 -1.0207
F -2.2070 -1.1596 0.3725 0.0589 -2.4135 2.0449
C -2.1709 -3.6361 0.8303 -1.2443 -0.7603 -0.9410
F -1.2850 -4.4734 1.4784 -1.6709 1.8676 -1.7716
F -3.4497 -4.2312 0.9848 2.5013 0.9130 -0.3678
F -1.9622 -3.5595 -0.5556 0.1239 -0.7100 2.7529
H 3.1296 -3.2810 3.3233 -0.2843 -0.1926 -0.7683
H 2.4658 -4.4751 2.3398 0.5322 0.7532 0.1716
H 3.2903 -3.2492 -0.7654 -0.3603 -0.2528 0.6121
H 1.7684 -3.2323 -0.1503 0.4609 -0.1358 0.2944
H 5.1827 -2.7186 1.8974 -0.3060 0.2732 -0.7553
H 5.0964 -3.4087 0.4285 -0.4370 0.4619 0.3878
H 3.0386 -0.9220 2.3747 -0.5580 -0.8542 -1.1047
H 2.7050 -0.8326 0.5718 -0.2510 -0.9653 1.1269
H 0.5981 -0.1966 2.1754 -0.1626 0.2327 -0.2971
H 1.0803 -1.7931 3.3419 -0.2903 -0.0672 0.4466
H 0.8059 -3.0796 1.8100 -0.6862 -0.4355 0.0060
H 0.3109 -1.5015 0.5584 -0.4654 -0.4572 0.5544
C -4.4161 -1.7308 6.1269 -0.0775 0.0023 0.1239
O -5.1732 -1.4334 7.0446 0.0353 0.0339 0.0370
N -4.8475 -2.2256 4.9443 -0.7050 -0.2383 -0.5016
N -3.0719 -1.5936 6.2065 0.7288 0.1701 0.4158
H -4.2345 -2.4737 4.1873 0.0681 0.0770 0.0607
H -5.8437 -2.3467 4.8286 0.0473 0.0852 -0.0422
H -2.6956 -1.2333 7.0661 -0.0612 -0.0412 -0.1571
H -2.4434 -1.8304 5.4570 -0.0047 0.0378 -0.0540
C 0.0287 0.3951 -1.8933 0.0001 -0.4010 0.4155
O 0.2283 -0.4223 -1.0078 0.0427 0.6379 -1.0509
N 0.9165 1.3780 -2.1978 0.6533 0.3392 -0.0376
N -1.0994 0.3934 -2.6506 -0.5158 -0.1183 -0.3222
H 0.7704 2.0589 -2.9195 -0.0467 -0.0066 0.1145
H 1.7656 1.4129 -1.6576 -0.1395 0.0672 -0.0247
H -1.7815 -0.3196 -2.4543 0.1057 0.1314 0.0200
H -1.2842 1.0559 -3.3837 -0.1214 -0.0699 0.0034
C 0.7848 4.8417 -0.5270 0.4113 -0.1958 0.0434
O 1.9831 4.7324 -0.7529 -0.0800 0.0756 -0.0878
N 0.1505 4.1177 0.4258 0.0689 -0.2826 0.4628
N -0.0159 5.6995 -1.2134 -0.1862 0.4755 -0.4245
H -0.8302 4.1928 0.6250 0.0496 -0.0103 -0.0814
H 0.7091 3.4693 0.9570 -0.1270 -0.0165 -0.1013
H 0.4184 6.2548 -1.9303 0.0181 -0.2644 0.0398
H -1.0043 5.8050 -1.0431 -0.0259 0.1074 -0.0070
C -2.0736 0.9431 -6.3617 -0.1272 0.0611 0.3233
O -2.5283 1.3604 -5.3074 0.0999 -0.0016 -0.0937
N -1.1086 1.6017 -7.0542 0.4093 0.5058 -0.1441
N -2.4939 -0.2147 -6.9313 -0.3993 -0.4959 -0.0822
H -0.7218 1.2763 -7.9205 -0.0266 -0.0149 0.0814
H -0.7714 2.4648 -6.6626 -0.0409 -0.1373 -0.0594
H -3.2084 -0.7312 -6.4464 0.1358 0.0611 -0.0502
H -2.1341 -0.5753 -7.7954 0.0091 0.0400 0.0784
C 5.8723 -4.0585 -2.7330 -0.4198 0.1090 0.4263
O 5.1325 -3.7596 -1.8117 0.3368 -0.0552 -0.3909
N 5.4109 -4.5508 -3.9120 -0.4272 -0.2138 -0.5329
N 7.2233 -3.9250 -2.6593 0.7009 0.2167 0.2356
H 6.0020 -4.8028 -4.6821 -0.0187 0.0232 0.0809
H 4.4150 -4.6636 -4.0030 0.1414 0.0163 0.0514
H 7.6020 -3.5633 -1.7994 -0.0719 -0.0900 -0.0937
H 7.8503 -4.1649 -3.4046 -0.0724 -0.0077 0.0478
C -8.0425 -0.9915 3.2151 0.3814 -0.0616 0.2854
O -7.8517 -1.7991 4.1105 -0.1640 -0.0915 -0.1223
N -7.1583 -0.0062 2.9220 0.4368 0.3201 0.1341
N -9.1565 -1.0108 2.4360 -0.7224 -0.2291 -0.2420
H -7.2939 0.6673 2.1913 0.0167 -0.0891 0.0210
H -6.3194 0.0386 3.4790 -0.0563 -0.0499 -0.0923
H -9.8352 -1.7286 2.6245 0.1250 0.1058 -0.0296
H -9.3319 -0.3570 1.6959 0.0688 -0.0369 0.0621
C -2.5554 8.1436 -0.7723 0.0832 -0.2056 0.0179
O -2.6218 6.9225 -0.7780 -0.1880 0.1081 -0.0021
N -1.4307 8.8174 -1.1215 0.5255 0.0265 -0.2760
N -3.6023 8.9293 -0.4147 -0.6345 0.0692 0.1813
H -1.3565 9.8176 -1.1229 -0.0321 -0.0740 0.0311
H -0.6318 8.2681 -1.3914 -0.0574 0.0958 0.1641
H -4.4543 8.4649 -0.1486 0.1339 0.0689 -0.0261
H -3.5700 9.9317 -0.4024 0.0427 -0.0797 -0.0021
C 6.7972 0.6641 0.0659 -0.5611 -0.4161 0.3037
O 6.3519 1.0883 1.1206 0.2906 0.1416 -0.1602
N 7.7587 1.3256 -0.6399 0.7288 0.7144 -0.2151
N 6.3783 -0.4965 -0.4955 -0.1468 -0.1681 0.0549
H 8.1394 0.9976 -1.5075 -0.0897 -0.0092 0.0625
H 8.0953 2.1917 -0.2553 -0.0784 -0.1372 -0.0679
H 5.6601 -1.0242 -0.0031 -0.1646 -0.3491 0.1020
H 6.7358 -0.8563 -1.3610 -0.0472 0.1182 0.0109
```
Forces are in eV/Å.

## Properties
* DFT total energy: -87203.567 eV
* HOMO: -3.30 eV
* total charge: -1
* Kohn-Sham gap: 5.0 eV